<P>
CH4N2OS in the gas phase. Source: the Open Molecules 2025 dataset; level of theory: ωB97M-V/def2-TZVPD.

```
! RIJCOSX wB97M-V def2-TZVPD def2/J DEFGRID3
* xyz 0 1
C -0.53 -0.66 0.91
H 1.45 -0.75 -0.93
H 0.95 -2.08 1.19
H -1.07 -1.26 1.72
H -1.20 2.37 -0.67
N 0.73 -1.23 0.68
N -1.01 0.42 0.51
O 1.04 -1.54 -0.62
S -0.20 1.48 -0.63
*
```

Calculated values
LUMO in eV: 0.75
SMILES string: ON/C=N\S
Gap between HOMO and LUMO in eV: 9.61

<Q>
CH4N2OS in the gas phase. Source: the Open Molecules 2025 dataset; level of theory: ωB97M-V/def2-TZVPD.

```
! RIJCOSX wB97M-V def2-TZVPD def2/J DEFGRID3
* xyz 0 1
C 0.65 -0.58 -0.72
H -1.29 0.56 1.47
H 0.50 -1.71 1.25
H 1.34 -1.30 -1.32
H -1.18 1.81 -1.13
N 0.60 -0.62 0.71
N 0.08 0.24 -1.48
O -0.78 1.00 -0.66
S 0.10 0.60 1.87
*
```

Calculated values
LUMO in eV: 0.61
SMILES string: O/N=C\NS
Gap between HOMO and LUMO in eV: 9.33

<R>
A 2-piece molecular cluster, CH4N2OS overall. Source: the Open Molecules 2025 dataset; level of theory: ωB97M-V/def2-TZVPD.

```
! RIJCOSX wB97M-V def2-TZVPD def2/J DEFGRID3
* xyz 0 1
C -1.18 -0.44 -1.03
N -2.27 -1.00 -1.12
N 1.95 0.75 1.40
O 1.69 0.99 0.19
S -0.88 0.57 0.26
H -0.45 -0.35 -1.82
H -2.37 -1.67 -1.81
H 1.58 1.35 2.26
H 1.93 -0.21 1.67
*
```

Calculated values
LUMO (spin up / spin down) in eV: -0.35 / -1.66
Gap between HOMO and LUMO (spin up / spin down) in eV: 8.90 / 7.30

<S>
CH4N2OS in the gas phase. Source: the Open Molecules 2025 dataset; level of theory: ωB97M-V/def2-TZVPD.

```
! RIJCOSX wB97M-V def2-TZVPD def2/J DEFGRID3
* xyz 0 1
C 0.42 0.03 -0.06
N 1.08 1.14 -0.13
N 0.61 -1.22 0.01
O -2.53 -0.64 -0.16
S -1.58 0.72 0.01
H 2.06 1.12 -0.18
H 0.54 1.84 0.44
H 1.51 -1.59 -0.17
H -2.10 -1.39 0.24
*
```

Calculated values
LUMO in eV: 0.58
SMILES string: [H]/N=C(\N)SO
Gap between HOMO and LUMO in eV: 9.11

It is <S> that is most stable; the runner-up trails by 89.6 kJ/mol.

<P>
C3H8O4 as an isolated structure. Source: the Open Molecules 2025 dataset; level of theory: ωB97M-V/def2-TZVPD.

```
! RIJCOSX wB97M-V def2-TZVPD def2/J DEFGRID3
* xyz 0 1
O 2.49 0.72 -4.05
O 0.63 0.65 -2.72
O 1.12 -0.47 -0.75
C 1.39 1.17 -3.63
C 0.00 0.00 0.00
C 0.98 -0.57 -2.15
H 0.91 2.11 -3.96
H -0.94 -0.39 -0.43
H 0.00 1.10 -0.08
H 0.04 -0.28 1.07
H 1.90 -0.92 -2.66
H 0.17 -1.30 -2.39
O 4.18 -0.50 -4.26
H 3.94 -1.45 -4.12
H 3.40 0.00 -3.94
*
```

Calculated values
LUMO in eV: 0.52
Gap between HOMO and LUMO in eV: 10.03

<Q>
A 2-piece molecular cluster, C3H8O4 overall. Source: the Open Molecules 2025 dataset; level of theory: ωB97M-V/def2-TZVPD.

```
! RIJCOSX wB97M-V def2-TZVPD def2/J DEFGRID3
* xyz 0 1
O -1.68 4.34 0.18
O -2.94 2.55 0.70
O -0.95 0.93 0.57
C -1.78 3.14 0.45
C 0.00 0.00 0.00
C -0.56 2.31 0.47
H -2.77 1.62 1.00
H 0.95 0.11 0.55
H 0.20 0.18 -1.07
H -0.36 -1.03 0.12
H 0.13 2.63 1.28
H -0.02 2.43 -0.49
O -1.64 -4.60 0.14
H -1.75 -4.79 1.10
H -0.68 -4.72 -0.03
*
```

Calculated values
LUMO in eV: 0.46
SMILES string: COCC(=O)O.O
Gap between HOMO and LUMO in eV: 10.76

It is <Q> that is most stable; the runner-up trails by 189.9 kJ/mol.

<P>
An isolated ion of composition C3H8NO and charge -1. Source: the Open Molecules 2025 dataset; level of theory: ωB97M-V/def2-TZVPD.

```
! RIJCOSX wB97M-V def2-TZVPD def2/J DEFGRID3
* xyz -1 1
C 0.11 -0.28 -0.65
N -0.40 0.79 0.18
C -1.60 0.32 1.00
O -1.37 -0.77 1.75
C 1.63 -0.27 -0.73
H -0.23 -0.13 -1.69
H -0.22 -1.25 -0.26
H 0.27 1.00 0.91
H -1.81 1.21 1.64
H -2.40 0.17 0.24
H 1.97 0.67 -1.21
H 2.10 -0.42 0.24
H 1.96 -1.05 -1.44
*
```

Calculated values
LUMO in eV: 4.33
SMILES string: CCNC[O-]
Gap between HOMO and LUMO in eV: 6.60

<Q>
C3H8NO as an isolated structure. Source: the Open Molecules 2025 dataset; level of theory: ωB97M-V/def2-TZVPD.

```
! RIJCOSX wB97M-V def2-TZVPD def2/J DEFGRID3
* xyz -1 1
C -0.14 0.26 -0.42
N -1.68 0.21 -0.54
C 0.35 0.48 1.05
C 1.40 0.85 0.09
O 2.39 0.17 -0.30
H -0.81 1.19 -0.77
H -0.91 -2.58 -0.38
H 0.34 -0.63 -0.82
H -1.88 0.07 -1.53
H -0.16 1.19 1.70
H 0.47 -0.47 1.58
H -0.83 -2.69 0.32
H 1.46 1.96 0.03
*
```

Calculated values
LUMO in eV: 4.70
Gap between HOMO and LUMO in eV: 6.80

<R>
An isolated ion of composition C3H8NO and charge -1. Source: the Open Molecules 2025 dataset; level of theory: ωB97M-V/def2-TZVPD.

```
! RIJCOSX wB97M-V def2-TZVPD def2/J DEFGRID3
* xyz -1 1
C -0.01 1.00 -1.98
N 0.17 0.86 -0.50
C 0.78 -0.52 -0.17
C 0.06 -0.82 1.34
O -1.10 -0.54 1.61
H 0.61 1.97 -2.18
H -1.02 1.03 -2.28
H 0.57 0.33 -2.50
H -0.67 0.87 0.00
H 1.83 -0.45 -0.13
H 0.32 -1.19 -1.02
H 0.67 -0.20 2.12
H 0.34 -1.94 1.44
*
```

Calculated values
LUMO in eV: 4.36
SMILES string: CNCC[O-]
Gap between HOMO and LUMO in eV: 6.64

<S>
A 2-piece molecular cluster, C3H8NO overall. Source: the Open Molecules 2025 dataset; level of theory: ωB97M-V/def2-TZVPD.

```
! RIJCOSX wB97M-V def2-TZVPD def2/J DEFGRID3
* xyz -1 1
C -2.05 0.30 -0.36
O -1.28 0.15 0.72
H -2.28 -0.71 -0.87
H -1.49 0.86 -1.19
H -3.07 0.80 -0.36
C 1.36 0.78 0.71
C 1.22 -1.33 -0.27
N 2.00 -0.50 0.27
H 0.96 1.11 -0.24
H 0.70 0.59 1.55
H 2.17 1.41 1.07
H 1.61 -2.30 -0.61
H 0.15 -1.16 -0.41
*
```

Calculated values
LUMO in eV: 4.50
Gap between HOMO and LUMO in eV: 6.81

It is <P> that is most stable; the runner-up trails by 138.3 kJ/mol.

<P>
A 2-piece molecular cluster, C3H8NO overall. Source: the Open Molecules 2025 dataset; level of theory: ωB97M-V/def2-TZVPD.

```
! RIJCOSX wB97M-V def2-TZVPD def2/J DEFGRID3
* xyz -1 1
C -1.32 0.95 -2.13
O -0.06 0.36 -1.93
H -1.96 0.74 -1.26
H -1.22 2.04 -2.14
H -1.77 0.53 -3.03
C 1.91 -0.54 2.01
C 0.58 -0.56 1.69
N -0.02 -0.46 0.50
H 2.70 -0.31 1.31
H 2.14 -0.75 3.04
H 0.02 -1.21 2.39
H -0.97 -0.83 0.47
H -0.02 0.04 -0.93
*
```

Calculated values
LUMO in eV: 4.32
Gap between HOMO and LUMO in eV: 6.48

<Q>
A 2-piece molecular cluster, C3H8NO overall. Source: the Open Molecules 2025 dataset; level of theory: ωB97M-V/def2-TZVPD.

```
! RIJCOSX wB97M-V def2-TZVPD def2/J DEFGRID3
* xyz -1 1
C 0.60 -0.44 2.04
O -0.20 -0.97 1.13
H 1.70 -0.66 1.91
H 0.68 0.72 2.06
H 0.30 -0.76 3.10
C -1.46 0.38 -1.66
C 0.94 0.14 -1.02
N -0.01 0.21 -1.83
H -1.55 0.76 -0.63
H -1.83 -0.64 -1.68
H -1.95 1.12 -2.28
H 1.30 0.94 -0.32
H 1.47 -0.80 -0.82
*
```

Calculated values
LUMO in eV: 4.33
Gap between HOMO and LUMO in eV: 6.75

It is <P> that is most stable; the runner-up trails by 210.4 kJ/mol.